C16H18AsBrO8SSbTi | ωB97M-V/def2-TZVPD

Last column: Löwdin charge in e.
Geometry (Å):
Ti1 0.179 0.411 -0.069  0.92
O1 1.790 -1.898 -2.282  -0.26
As1 1.663 -0.245 -2.883  0.93
O2 2.970 0.123 -3.763  -0.42
O3 1.418 0.625 -1.436  -0.51
C1 0.050 -0.160 -3.937  -0.22
C2 0.322 -0.092 -5.297  -0.08
C3 -0.713 -0.041 -6.223  -0.06
C4 -2.026 -0.055 -5.793  -0.05
C5 -2.314 -0.111 -4.436  -0.04
C6 -1.284 -0.160 -3.509  -0.25
S1 -1.784 -0.158 -1.808  0.55
O4 -1.409 1.175 -1.248  -0.35
O5 -3.169 -0.483 -1.771  -0.24
O6 -0.866 -1.098 -1.091  -0.41
H1 2.561 -2.287 -2.716  0.06
H2 1.356 -0.069 -5.617  0.10
H3 -0.485 0.011 -7.279  0.11
H4 -2.836 -0.019 -6.509  0.11
H5 -3.334 -0.122 -4.080  0.12
Br1 -0.601 4.532 1.347  0.83
C7 -1.138 3.685 2.949  -0.60
C8 -1.664 4.474 3.960  -0.12
C9 -2.107 3.882 5.133  -0.07
C10 -2.045 2.505 5.289  -0.07
C11 -1.535 1.725 4.265  -0.01
C12 -1.062 2.307 3.093  -0.17
C13 -0.503 1.398 2.052  -0.62
O7 -1.184 0.428 1.614  -0.05
O8 0.668 1.580 1.598  -0.11
H6 -1.728 5.543 3.819  0.10
H7 -2.510 4.502 5.923  0.11
H8 -2.399 2.041 6.199  0.11
H9 -1.499 0.647 4.358  0.12
C14 3.711 -2.055 0.834  -0.30
Sb1 1.621 -1.821 1.138  1.39
C15 0.945 -3.736 0.521  -0.30
C16 1.576 -2.107 3.249  -0.31
H10 4.041 -3.005 1.252  0.01
H11 4.239 -1.237 1.321  0.01
H12 3.919 -2.024 -0.233  0.00
H13 1.486 -4.514 1.057  0.01
H14 1.106 -3.825 -0.550  0.00
H15 -0.121 -3.819 0.725  0.01
H16 2.130 -3.005 3.516  0.01
H17 0.542 -2.206 3.576  0.01
H18 2.022 -1.243 3.740  0.01

Properties
- DFT total energy: -204636.694 eV
- Multiplicity: 2

***

C38H27F3I2N5O9PbS | ωB97M-V/def2-TZVPD

Last column: Löwdin charge in e.
Geometry (Å):
Pb1 0.759 -0.359 0.188  1.55
I1 3.531 6.029 4.075  0.83
C1 2.888 4.558 2.747  -0.75
C2 2.303 4.918 1.545  -0.24
C3 1.883 3.940 0.659  -0.62
I2 1.171 4.534 -1.189  1.04
C4 2.044 2.560 0.937  -0.39
O1 1.711 1.648 0.053  -0.22
C5 2.690 2.240 2.150  -0.16
C6 2.990 0.808 2.446  -0.13
N1 1.748 0.047 2.551  -0.09
C7 0.901 0.446 3.656  -0.11
C8 -0.562 0.546 3.297  -0.23
C9 -1.479 0.931 4.274  -0.01
C10 -2.820 0.964 3.959  -0.05
C11 -3.215 0.592 2.680  -0.03
C12 -2.238 0.239 1.776  -0.12
N2 -0.938 0.243 2.071  0.06
C13 3.088 3.224 3.041  -0.13
H1 2.186 5.960 1.285  0.07
H2 3.583 0.374 1.637  0.12
H3 3.584 0.737 3.366  0.13
H4 1.948 -0.942 2.592  0.09
H5 0.995 -0.264 4.486  0.14
H6 1.221 1.421 4.029  0.13
H7 -1.127 1.181 5.266  0.12
H8 -3.550 1.263 4.699  0.11
H9 -4.254 0.578 2.381  0.11
H10 -2.489 -0.065 0.773  0.07
H11 3.578 2.940 3.965  0.10
O2 5.227 -5.856 1.927  -0.04
C14 5.664 -4.756 1.546  -0.70
O3 6.828 -4.344 1.405  -0.04
C15 4.572 -3.720 1.192  -0.07
C16 4.864 -2.591 0.433  0.04
C17 3.875 -1.674 0.130  -0.08
N3 2.628 -1.818 0.590  0.00
C18 2.324 -2.908 1.311  -0.23
C19 3.257 -3.878 1.618  0.07
C20 0.871 -3.057 1.711  -0.59
O4 0.457 -4.082 2.210  0.09
O5 0.126 -2.011 1.475  -0.15
H12 5.878 -2.445 0.086  0.12
H13 4.070 -0.805 -0.489  0.10
H14 2.963 -4.760 2.168  0.13
C21 -7.624 1.480 -0.749  -0.05
C22 -6.128 1.513 -0.903  -0.27
C23 -5.457 2.719 -1.086  -0.03
C24 -4.078 2.763 -1.184  -0.04
C25 -3.345 1.586 -1.099  -0.27
C26 -3.997 0.372 -0.945  -0.08
C27 -5.380 0.342 -0.848  -0.03
S1 -1.569 1.759 -1.114  0.55
O6 -1.288 2.538 -2.285  -0.34
O7 -1.193 2.270 0.175  -0.31
N4 -0.993 0.249 -1.202  -0.17
C28 -1.164 -0.457 -2.402  -0.26
C29 -1.914 -0.025 -3.472  -0.03
C30 -2.070 -0.818 -4.626  -0.06
C31 -1.471 -2.035 -4.737  -0.04
C32 -0.676 -2.508 -3.667  -0.14
C33 0.008 -3.739 -3.722  0.00
C34 0.771 -4.136 -2.666  -0.02
C35 0.854 -3.294 -1.543  -0.07
N5 0.221 -2.149 -1.458  0.07
C36 -0.534 -1.732 -2.500  -0.15
H15 -8.097 2.280 -1.318  0.08
H16 -7.906 1.611 0.298  0.08
H17 -8.036 0.530 -1.086  0.08
H18 -6.026 3.639 -1.159  0.11
H19 -3.562 3.703 -1.326  0.12
H20 -3.432 -0.551 -0.931  0.11
H21 -5.884 -0.610 -0.734  0.12
H22 -2.373 0.949 -3.457  0.10
H23 -2.673 -0.432 -5.438  0.11
H24 -1.577 -2.642 -5.627  0.11
H25 -0.076 -4.349 -4.613  0.12
H26 1.325 -5.063 -2.673  0.11
H27 1.463 -3.596 -0.710  0.11
F1 2.783 -0.055 -4.546  0.13
C37 2.405 0.918 -3.682  -0.53
F2 1.072 1.024 -3.773  0.15
F3 2.931 2.067 -4.121  0.14
C38 2.891 0.555 -2.248  -0.54
O8 3.998 0.920 -1.913  0.10
O9 2.068 -0.183 -1.615  -0.13

Properties
- DFT total energy: -106162.346 eV
- Total charge: -1
- Multiplicity: 1

***

C34H97N5O12 | ωB97M-V/def2-TZVPD

Last column: Löwdin charge in e.
Geometry (Å):
C1 3.212 1.802 -4.004  -0.10
O1 3.163 2.662 -2.875  -0.19
C2 3.290 1.949 -1.653  -0.21
C3 3.298 2.840 -0.415  -0.41
C4 3.482 2.038 0.867  -0.05
N1 2.015 3.533 -0.348  0.05
H1 2.348 1.138 -4.095  0.08
H2 4.146 1.235 -4.006  0.08
H3 3.220 2.448 -4.882  0.09
H4 2.506 1.186 -1.601  0.12
H5 4.232 1.386 -1.663  0.12
H6 4.045 3.633 -0.495  0.14
H7 2.597 1.403 0.912  0.05
H8 3.547 2.662 1.758  0.08
H9 4.405 1.461 0.892  0.07
H10 1.272 2.865 -0.161  0.03
H11 1.772 3.965 -1.230  0.05
C5 -3.040 3.645 0.890  -0.08
O2 -3.468 4.944 0.482  -0.20
C6 -4.485 4.938 -0.477  -0.21
C7 -5.864 4.382 -0.007  -0.47
C8 -7.009 4.645 -0.940  -0.07
N2 -6.177 4.737 1.356  0.05
H12 -2.222 3.880 1.572  0.07
H13 -2.689 3.142 -0.013  0.09
H14 -3.816 3.170 1.493  0.08
H15 -4.595 5.981 -0.791  0.13
H16 -4.123 4.511 -1.420  0.12
H17 -5.755 3.291 -0.032  0.12
H18 -7.986 4.318 -0.584  0.08
H19 -6.759 4.219 -1.911  0.08
H20 -7.196 5.720 -1.034  0.08
H21 -5.375 4.824 1.967  0.06
H22 -6.616 5.648 1.416  0.08
C9 -0.071 1.498 1.705  -0.10
O3 0.183 1.372 0.327  -0.22
C10 -0.471 0.298 -0.293  -0.18
C11 -0.166 -1.157 0.097  -0.40
C12 1.235 -1.605 -0.231  -0.04
N3 -1.083 -2.047 -0.604  0.07
H23 0.330 0.667 2.288  0.08
H24 -1.132 1.648 1.928  0.08
H25 0.367 2.384 2.170  0.09
H26 -1.560 0.429 -0.272  0.11
H27 -0.291 0.502 -1.354  0.12
H28 -0.257 -1.180 1.187  0.12
H29 1.497 -1.468 -1.281  0.07
H30 1.361 -2.659 0.017  0.07
H31 1.905 -1.022 0.407  0.08
H32 -0.760 -1.934 -1.569  0.05
H33 -2.057 -1.750 -0.628  0.06
C13 -4.641 -0.239 -1.596  -0.06
O4 -3.825 -0.739 -0.541  -0.23
C14 -4.256 -0.412 0.743  -0.21
C15 -3.530 -1.332 1.790  -0.40
C16 -4.030 -2.800 1.626  -0.01
N4 -3.787 -0.863 3.121  0.04
H34 -5.704 -0.317 -1.359  0.09
H35 -4.473 -0.907 -2.439  0.08
H36 -4.378 0.801 -1.799  0.09
H37 -4.060 0.658 0.899  0.11
H38 -5.335 -0.438 0.935  0.13
H39 -2.461 -1.245 1.591  0.11
H40 -3.373 -3.449 2.205  0.08
H41 -3.841 -3.064 0.586  0.07
H42 -5.068 -2.906 1.936  0.08
H43 -3.951 0.136 3.168  0.09
H44 -4.631 -1.275 3.500  0.10
C17 7.225 -1.409 -3.596  -0.11
O5 5.951 -1.506 -2.993  -0.18
C18 4.979 -1.977 -3.927  -0.21
C19 3.651 -2.233 -3.205  -0.44
C20 3.656 -3.481 -2.310  -0.02
N5 2.628 -2.315 -4.213  0.04
H45 7.914 -0.805 -3.007  0.09
H46 7.186 -0.923 -4.575  0.08
H47 7.614 -2.420 -3.737  0.09
H48 4.848 -1.301 -4.777  0.12
H49 5.291 -2.932 -4.367  0.13
H50 3.412 -1.375 -2.571  0.12
H51 3.891 -4.339 -2.941  0.09
H52 2.699 -3.662 -1.822  0.05
H53 4.349 -3.273 -1.496  0.06
H54 2.658 -1.552 -4.878  0.08
H55 2.836 -3.128 -4.786  0.09
C21 0.394 -5.559 0.304  -0.08
C22 -0.079 -5.310 -1.139  -0.32
O6 -1.382 -4.759 -1.192  -0.12
H56 -0.149 -6.418 0.696  0.07
H57 0.178 -4.708 0.951  0.05
H58 1.472 -5.727 0.309  0.07
H59 -0.094 -6.267 -1.663  0.11
H60 0.592 -4.637 -1.678  0.08
H61 -1.340 -3.798 -1.027  0.01
C23 2.089 -3.384 3.348  -0.09
C24 0.895 -3.929 4.109  -0.30
O7 0.545 -2.952 5.076  -0.12
H62 1.883 -2.383 2.963  0.07
H63 2.378 -4.079 2.558  0.05
H64 2.932 -3.171 4.009  0.08
H65 1.129 -4.816 4.697  0.11
H66 -0.024 -4.025 3.524  0.11
H67 -0.055 -2.304 4.682  0.02
C25 -0.257 4.839 5.564  -0.09
C26 -0.539 5.139 4.124  -0.34
O8 -1.281 6.342 4.062  -0.07
H68 0.478 4.034 5.643  0.07
H69 -1.090 4.546 6.202  0.08
H70 0.222 5.686 6.059  0.08
H71 -1.132 4.345 3.659  0.09
H72 0.386 5.206 3.546  0.11
H73 -1.522 6.509 3.146  0.08
C27 4.856 -3.162 1.193  -0.09
C28 5.511 -1.797 1.530  -0.30
O9 6.809 -2.035 2.069  -0.08
H74 4.704 -3.747 2.100  0.06
H75 5.497 -3.701 0.496  0.07
H76 3.882 -3.010 0.725  0.05
H77 4.856 -1.303 2.253  0.10
H78 5.572 -1.142 0.662  0.10
H79 6.656 -2.534 2.877  0.08
C29 -2.501 -2.387 -4.175  -0.06
C30 -0.977 -2.514 -4.442  -0.28
O10 -0.253 -1.939 -3.361  -0.14
H80 -3.120 -2.845 -4.942  0.08
H81 -2.724 -1.322 -4.087  0.05
H82 -2.741 -2.801 -3.194  0.06
H83 -0.713 -1.988 -5.362  0.11
H84 -0.675 -3.561 -4.504  0.11
H85 0.679 -1.891 -3.623  0.04
C31 0.005 0.381 5.670  -0.08
C32 -1.192 0.176 4.836  -0.32
O11 -1.071 -0.928 3.918  -0.13
H86 -0.100 1.214 6.366  0.08
H87 0.833 0.605 4.994  0.08
H88 0.297 -0.464 6.295  0.08
H89 -1.455 1.006 4.173  0.09
H90 -2.096 0.019 5.432  0.11
H91 -1.985 -1.037 3.602  0.03
C33 -1.625 1.863 -3.996  -0.07
C34 -0.741 2.810 -3.168  -0.31
O12 -0.364 3.997 -3.865  -0.07
H92 -1.035 1.250 -4.677  0.07
H93 -2.494 2.318 -4.467  0.08
H94 -2.022 1.177 -3.243  0.05
H95 0.213 2.340 -2.923  0.09
H96 -1.382 3.054 -2.317  0.10
H97 0.414 4.324 -3.404  0.07

Properties
- Structure (SMILES): COC[C@H](C)N.COC[C@H](C)N.COC[C@H](C)N.COC[C@H](C)N.COC[C@H](C)N.CCO.CCO.CCO.CCO.CCO.CCO.CCO
- DFT total energy: -68847.308 eV
- Multiplicity: 1

***

C43H36BrNO7P2W | ωB97M-V/def2-TZVPD

Last column: Löwdin charge in e.
Geometry (Å):
W1 0.284 -0.610 0.263  1.42
O1 2.982 -2.389 5.489  0.18
C1 2.414 -1.929 4.546  -0.22
C2 3.046 -1.063 3.429  -0.27
O2 4.156 -0.604 3.428  0.13
C3 1.977 -0.966 2.425  -0.29
C4 0.822 -1.597 2.807  -0.32
O3 -0.159 -1.649 1.953  -0.19
C5 0.930 -2.164 4.171  -0.26
O4 0.088 -2.663 4.864  0.14
O5 2.018 -0.461 1.197  -0.23
C6 -2.443 3.027 1.082  -0.10
N1 -1.522 1.929 0.804  -0.50
P1 -0.216 1.501 1.783  0.98
C7 1.157 2.567 1.212  -0.36
C8 2.341 2.568 1.950  -0.09
C9 3.459 3.234 1.476  -0.06
C10 3.397 3.920 0.269  -0.08
C11 2.215 3.944 -0.455  -0.07
C12 1.100 3.258 0.011  -0.09
C13 -0.533 2.182 3.424  -0.33
C14 -0.891 1.308 4.450  -0.07
C15 -1.089 1.786 5.738  -0.06
C16 -0.922 3.137 6.000  -0.07
C17 -0.546 4.008 4.983  -0.06
C18 -0.336 3.534 3.698  -0.08
P2 -1.657 0.807 -0.474  0.92
C19 -1.995 1.839 -1.909  -0.33
C20 -3.270 2.326 -2.193  -0.10
C21 -3.451 3.203 -3.252  -0.07
C22 -2.368 3.588 -4.033  -0.07
C23 -1.108 3.062 -3.787  -0.07
C24 -0.921 2.177 -2.734  -0.09
C25 -3.160 -0.148 -0.161  -0.35
C26 -3.434 -0.538 1.147  -0.09
C27 -4.413 -1.483 1.403  -0.06
C28 -5.104 -2.067 0.350  -0.07
C29 -4.831 -1.690 -0.956  -0.07
C30 -3.861 -0.733 -1.213  -0.09
H1 -1.905 3.971 1.188  0.08
H2 -3.011 2.843 1.995  0.09
H3 -3.144 3.136 0.257  0.07
H4 2.400 2.034 2.893  0.11
H5 4.381 3.203 2.042  0.11
H6 4.274 4.433 -0.108  0.10
H7 2.162 4.483 -1.393  0.10
H8 0.176 3.281 -0.552  0.08
H9 -1.009 0.248 4.243  0.10
H10 -1.364 1.103 6.531  0.11
H11 -1.076 3.515 7.002  0.11
H12 -0.408 5.060 5.193  0.11
H13 -0.016 4.211 2.917  0.11
H14 -4.117 2.021 -1.591  0.11
H15 -4.440 3.589 -3.466  0.11
H16 -2.511 4.295 -4.841  0.11
H17 -0.270 3.337 -4.416  0.11
H18 0.051 1.731 -2.552  0.07
H19 -2.882 -0.098 1.970  0.09
H20 -4.614 -1.788 2.421  0.11
H21 -5.843 -2.832 0.548  0.11
H22 -5.356 -2.159 -1.778  0.11
H23 -3.637 -0.455 -2.237  0.11
Br1 4.128 -6.896 -0.651  0.75
C31 2.594 -5.791 -0.589  -0.68
C32 1.378 -6.291 -1.028  -0.11
C33 0.258 -5.476 -0.981  0.00
C34 0.359 -4.163 -0.539  -0.12
C35 1.591 -3.680 -0.124  -0.02
C36 2.713 -4.494 -0.119  -0.10
C37 -0.901 -3.350 -0.472  -0.50
O6 -1.985 -3.855 -0.377  0.14
O7 -0.742 -2.023 -0.592  -0.24
H24 1.309 -7.306 -1.394  0.10
H25 -0.709 -5.848 -1.293  0.12
H26 1.708 -2.657 0.209  0.07
H27 3.663 -4.126 0.241  0.11
C38 3.119 -0.224 -4.551  -0.05
C39 2.116 -1.213 -3.944  -0.63
C40 0.905 -1.379 -4.872  -0.05
C41 2.789 -2.577 -3.727  -0.05
C42 1.654 -0.708 -2.641  -0.11
C43 1.268 -0.294 -1.560  -0.18
H28 3.491 -0.609 -5.503  0.09
H29 3.965 -0.075 -3.880  0.09
H30 2.648 0.744 -4.727  0.08
H31 1.223 -1.796 -5.831  0.08
H32 0.419 -0.419 -5.052  0.08
H33 0.173 -2.055 -4.426  0.08
H34 3.143 -2.974 -4.682  0.08
H35 2.084 -3.290 -3.295  0.08
H36 3.639 -2.486 -3.050  0.09

Properties
- DFT total energy: -151442.666 eV
- Multiplicity: 1

***

C35H40N7ORuS3 | ωB97M-V/def2-TZVPD

Last column: Löwdin charge in e.
Geometry (Å):
Ru1 0.466 0.554 -0.597  0.86
C1 -1.193 1.966 -3.143  -0.09
N1 -1.218 0.638 -2.485  -0.20
C2 -0.808 -0.445 -3.373  -0.19
C3 0.637 -0.354 -3.735  -0.16
N2 1.562 -0.457 -2.580  -0.19
C4 1.775 -1.868 -2.183  -0.08
C5 2.784 0.226 -2.939  -0.30
C6 3.762 -0.384 -3.715  -0.02
C7 4.874 0.330 -4.129  -0.09
C8 5.004 1.666 -3.770  -0.09
C9 4.033 2.268 -2.982  -0.10
C10 2.910 1.546 -2.566  -0.56
S1 1.682 2.346 -1.611  0.72
C11 -2.567 0.452 -1.990  -0.31
C12 -3.597 0.003 -2.810  -0.02
C13 -4.890 -0.122 -2.323  -0.08
C14 -5.157 0.200 -0.998  -0.09
C15 -4.133 0.664 -0.185  -0.13
C16 -2.835 0.809 -0.681  -0.64
S2 -1.580 1.392 0.401  0.68
H1 -1.827 1.960 -4.039  0.10
H2 -0.183 2.250 -3.414  0.02
H3 -1.570 2.708 -2.444  0.09
H4 -1.373 -0.430 -4.310  0.12
H5 -1.013 -1.383 -2.857  0.12
H6 0.832 0.589 -4.238  0.12
H7 0.861 -1.152 -4.450  0.13
H8 1.968 -2.503 -3.054  0.09
H9 0.889 -2.234 -1.673  0.05
H10 2.615 -1.925 -1.499  0.08
H11 3.659 -1.425 -4.001  0.11
H12 5.632 -0.153 -4.734  0.10
H13 5.867 2.237 -4.090  0.10
H14 4.125 3.305 -2.678  0.10
H15 -3.403 -0.247 -3.847  0.11
H16 -5.680 -0.468 -2.977  0.10
H17 -6.158 0.089 -0.599  0.10
H18 -4.317 0.922 0.852  0.10
C17 0.634 3.551 1.303  -0.24
N3 0.983 4.441 2.415  -0.09
C18 0.519 3.813 3.658  -0.17
N4 1.137 2.501 3.876  -0.08
C19 0.791 1.632 2.745  -0.20
N5 1.246 2.202 1.454  -0.16
C20 2.717 2.389 1.534  -0.20
N6 3.094 3.266 2.648  -0.09
C21 2.444 4.564 2.464  -0.17
C22 2.596 2.674 3.895  -0.17
H19 0.988 3.988 0.370  0.08
H20 -0.444 3.452 1.262  0.05
H21 -0.563 3.684 3.598  0.12
H22 0.755 4.464 4.502  0.12
H23 -0.291 1.503 2.713  0.07
H24 1.264 0.660 2.882  0.11
H25 3.063 2.821 0.600  0.08
H26 3.183 1.415 1.671  0.10
H27 2.790 4.998 1.525  0.12
H28 2.719 5.224 3.289  0.12
H29 2.865 3.325 4.728  0.12
H30 3.062 1.699 4.037  0.13
N7 2.558 -1.081 1.181  0.04
C23 1.801 -0.544 0.490  -0.38
O1 -0.911 -1.687 -0.484  -0.56
S3 -1.970 -1.758 0.606  1.00
C24 -2.642 -3.408 0.464  -0.36
C25 -3.933 -3.606 0.931  -0.08
C26 -4.472 -4.886 0.910  -0.07
C27 -3.719 -5.948 0.425  -0.08
C28 -2.440 -5.727 -0.077  -0.07
C29 -1.898 -4.450 -0.068  -0.07
C30 -1.099 -1.989 2.150  -0.37
C31 -1.639 -1.405 3.287  -0.09
C32 -0.956 -1.514 4.490  -0.08
C33 0.250 -2.202 4.541  -0.07
C34 0.774 -2.789 3.394  -0.07
C35 0.101 -2.681 2.188  -0.09
H31 -4.509 -2.764 1.302  0.11
H32 -5.480 -5.053 1.272  0.11
H33 -4.134 -6.948 0.427  0.10
H34 -1.859 -6.553 -0.470  0.11
H35 -0.912 -4.253 -0.476  0.11
H36 -2.575 -0.858 3.224  0.11
H37 -1.355 -1.045 5.381  0.11
H38 0.794 -2.265 5.476  0.11
H39 1.720 -3.315 3.431  0.11
H40 0.517 -3.101 1.280  0.10

Properties
- DFT total energy: -84509.018 eV
- Multiplicity: 2

***

C3H3FS | ωB97M-V/def2-TZVPD

Last column: Löwdin charge in e.
Geometry (Å):
C1 1.244 0.201 0.197  0.02
C2 0.188 -0.489 -0.235  -0.26
C3 -1.160 -0.143 -0.076  -0.66
F1 -1.372 1.716 0.109  -0.26
S1 -2.575 -0.796 -0.046  0.92
H1 2.243 -0.180 0.077  0.06
H2 1.128 1.145 0.696  0.06
H3 0.305 -1.454 -0.722  0.11

Properties
- DFT total energy: -16706.881 eV
- Multiplicity: 3